No. 1
105
Properties=species:S:1:pos:R:3 method="wB97M-V/def2-TZVPD" orbital_gap_ev=8.9 smiles="CN(C)P(=O)(N(C)C)N(C)C.CN(C)P(=O)(N(C)C)N(C)C.CN(C)P(=O)(N(C)C)N(C)C.CC#N.CC#N.CC#N" homo_ev=-8.609
O -3.20736 1.43302 -1.83425
P -2.62265 0.08012 -1.84866
N -3.16117 -0.82676 -3.13353
C -3.20159 -2.27093 -3.11921
C -3.70809 -0.17424 -4.29452
N -2.94586 -0.87418 -0.52962
C -1.85582 -1.37904 0.32224
C -4.23007 -0.65990 0.14033
N -0.98933 0.06911 -1.96775
C -0.27745 -0.98823 -2.66269
C -0.19012 1.21541 -1.54287
H -3.33973 -2.59918 -2.08506
H -2.31873 -2.80342 -3.47829
H -4.09585 -2.66608 -3.61089
H -3.33325 -0.59080 -5.23323
H -3.44818 0.88558 -4.31935
H -4.80736 -0.20127 -4.31350
H -1.26271 -0.58087 0.76451
H -2.31135 -2.02054 1.07888
H -1.25058 -2.08605 -0.24582
H -4.15418 -0.90717 1.19598
H -4.51288 0.39720 0.10927
H -5.01188 -1.23223 -0.36553
H -0.60371 -1.08086 -3.70187
H 0.78611 -0.75075 -2.69722
H -0.38390 -1.96176 -2.17569
H -0.88212 1.95949 -1.14296
H 0.34446 1.70124 -2.35952
H 0.44922 0.86946 -0.72525
O 5.02521 -3.94130 0.31869
P 4.01987 -3.19563 -0.43286
N 3.89503 -1.61431 0.04607
C 5.12483 -0.87944 0.28455
C 2.68344 -0.83314 -0.04165
N 2.46080 -3.76318 -0.37085
C 2.11717 -4.93194 -1.16428
C 1.79128 -3.72291 0.93341
N 4.40676 -3.15514 -2.04446
C 3.71229 -2.31903 -2.99101
C 5.30365 -4.13403 -2.62207
H 5.82898 -1.46339 0.87799
H 4.89611 0.01451 0.86488
H 5.64990 -0.60687 -0.63824
H 2.84993 0.13905 -0.50717
H 2.21906 -0.69504 0.94950
H 1.88309 -1.35433 -0.57103
H 2.22493 -5.84051 -0.56463
H 1.08482 -4.86070 -1.52476
H 2.72130 -4.97072 -2.06789
H 1.77081 -2.69717 1.29104
H 0.75542 -4.03473 0.79257
H 2.30204 -4.33343 1.68304
H 3.11621 -2.90895 -3.70088
H 3.08543 -1.59430 -2.48003
H 4.43888 -1.78852 -3.62051
H 6.34199 -3.78128 -2.61888
H 5.06615 -4.33652 -3.67060
H 5.27737 -5.09396 -2.10640
O 3.31170 5.43760 2.13079
P 2.16349 4.97531 2.92177
N 2.56576 3.81320 4.02394
C 3.86488 3.94586 4.66524
C 1.67864 2.84241 4.61378
N 0.91956 4.27602 2.08764
C 1.18009 3.00258 1.40876
C -0.09662 5.14332 1.51181
N 1.46696 6.23532 3.74049
C 0.53013 6.02540 4.81351
C 1.66473 7.58805 3.21674
H 4.21277 2.96218 4.99512
H 3.85108 4.65838 5.49280
H 4.62757 4.21324 3.93275
H 1.38988 3.11861 5.63966
H 2.15039 1.85834 4.70921
H 0.76925 2.72584 4.03456
H 2.16135 3.03522 0.92614
H 1.11442 2.16847 2.10494
H 0.44561 2.87640 0.61798
H -0.68394 5.64787 2.27880
H 0.31903 5.91511 0.85000
H -0.77523 4.56002 0.89076
H -0.46910 5.75041 4.42948
H 0.84825 5.19132 5.43275
H 0.38269 6.93689 5.38755
H 1.40378 7.67828 2.15802
H 2.72155 7.86405 3.24942
H 1.09948 8.31266 3.79790
C -7.26102 -3.76606 0.55463
C -6.32481 -4.66750 1.22116
N -5.58955 -5.37600 1.74609
H -8.01076 -3.43235 1.26914
H -7.79685 -4.35568 -0.19093
H -6.72865 -2.94080 0.09458
C -2.13585 -6.10339 0.66096
C -2.09057 -5.61394 -0.71487
N -2.06002 -5.22194 -1.79419
H -2.45666 -7.13921 0.67212
H -2.85843 -5.48284 1.19297
H -1.15864 -5.93780 1.11053
C -4.78142 3.62218 -3.57594
C -3.42097 3.74306 -4.07525
N -2.34126 3.83600 -4.45860
H -5.00380 2.58056 -3.35907
H -5.45630 4.06746 -4.30461
H -4.86928 4.17047 -2.63848

---

No. 2
22
Properties=species:S:1:pos:R:3 method="wB97M-V/def2-TZVPD" orbital_gap_ev=8.0 homo_ev=-7.737
C -3.03194 -0.28682 -0.06055
C -0.51456 -0.13886 -0.15600
C -0.21080 1.16332 -0.29876
C 1.23845 1.61703 -0.25677
C 2.12302 0.75378 -0.01569
C 3.97511 -0.51206 -0.28557
C 1.85317 -0.73730 0.08336
C 0.58152 -1.18656 0.00379
H -2.79512 0.62085 1.70609
H -4.10790 1.53163 0.38094
H -5.03948 -0.84306 0.05907
H -1.59301 -1.98205 0.15652
H -1.03911 2.05688 0.14347
H 1.49957 2.61684 -0.55895
H 3.87607 -0.59944 -1.41307
H 5.06262 -0.55958 0.23105
H 0.53726 -2.24323 -0.07518
N -3.19825 0.94630 0.54854
N -4.00984 -0.97919 -0.66118
N -1.67484 -0.65067 -0.00589
O 3.47875 0.75231 -0.00312
O 2.98931 -1.34012 0.47792

---

No. 3
20
Properties=species:S:1:pos:R:3 method="wB97M-V/def2-TZVPD" orbital_gap_ev="8.0 / 7.6" homo_ev="-7.699 / -7.467"
C -2.83429 -1.75726 0.23488
C -0.60500 0.82763 -1.40135
C -0.08384 2.07265 -2.12563
C 0.16747 1.17518 -0.19920
C 0.06626 -0.74366 1.44400
C 2.10063 -0.54735 0.15408
C 0.97415 0.24846 0.70661
O -2.92335 -1.22029 -0.77524
O -2.95910 -2.43159 1.18166
S 0.72617 2.67861 -0.68287
H -1.63815 1.19991 -1.26608
H -0.45565 -0.13913 -1.74273
H -0.77680 2.77680 -2.57447
H 0.66440 -1.32022 2.23712
H -0.44230 -1.43822 0.82473
H -0.63732 -0.12295 2.06501
H 1.97016 -1.67005 0.10700
H 2.88243 -0.34572 0.99651
H 2.44871 -0.13219 -0.73092
H 1.35542 0.88939 1.54688

---

How do the records compare in energy relative to the best compared isomer or geometry (same formula, charge and spin)? In the order shown, they have 0.0 168.5 50.4 kcal per mole.
How do the records compare in largest force on an atom? In the order shown, they have 0.0252 0.2248 0.0708 Eh/bohr.